# 1
A molecular structure, C48H48BiFN4O2Si2, computed with ωB97M-V/def2-TZVPD.

Results
total charge: -2
spin multiplicity: 1
highest occupied orbital energy: -0.63 eV
HOMO-LUMO gap: 4.7 eV

Each line ends with the Löwdin charge.
CARTESIAN COORDINATES (ANGSTROEM)
Bi (0.731, -0.329, -1.397)  1.7736
C (5.757, -0.776, -2.733)  -0.1814
Si (4.484, -0.968, -1.339)  0.3597
C (5.375, -0.965, 0.329)  -0.1700
C (3.914, -2.735, -1.546)  -0.1689
N (3.221, 0.207, -1.440)  -0.1834
C (3.557, 1.538, -1.366)  -0.3475
C (4.878, 2.022, -1.170)  -0.0806
C (5.202, 3.361, -1.030)  -0.1221
C (4.227, 4.344, -1.088)  -0.1265
C (2.922, 3.935, -1.319)  -0.0372
C (2.633, 2.601, -1.468)  -0.2374
F (1.325, 2.313, -1.754)  -0.0627
H (6.461, -1.613, -2.712)  0.0190
H (6.329, 0.151, -2.711)  0.0076
H (5.225, -0.815, -3.688)  0.0243
H (6.080, -1.800, 0.377)  0.0196
H (4.637, -1.103, 1.123)  0.0269
H (5.919, -0.048, 0.554)  0.0045
H (4.764, -3.368, -1.274)  0.0318
H (3.636, -2.964, -2.575)  0.0217
H (3.074, -2.997, -0.909)  0.0015
H (5.680, 1.305, -1.097)  0.0542
H (6.237, 3.630, -0.852)  0.0915
H (4.465, 5.390, -0.947)  0.0837
H (2.101, 4.637, -1.381)  0.1126
O (-2.143, -2.207, -3.011)  0.0410
C (-2.565, -1.307, -2.310)  -0.5758
N (-3.930, -1.055, -2.143)  0.1272
C (-4.144, -0.079, -1.101)  -0.2719
C (-2.667, 0.406, -0.900)  -0.4540
O (-2.372, 1.363, -0.208)  0.0450
N (-1.832, -0.386, -1.603)  0.0353
C (-4.713, -0.706, 0.177)  -0.1240
C (-4.247, -0.361, 1.440)  -0.0202
C (-4.788, -0.956, 2.572)  -0.0720
C (-5.807, -1.888, 2.463)  -0.1065
C (-6.294, -2.220, 1.205)  -0.0967
C (-5.751, -1.629, 0.076)  -0.0358
C (-5.065, 1.061, -1.523)  -0.1239
C (-5.897, 0.920, -2.628)  -0.0365
C (-6.785, 1.927, -2.983)  -0.1035
C (-6.849, 3.093, -2.236)  -0.1168
C (-6.018, 3.241, -1.134)  -0.0824
C (-5.136, 2.233, -0.773)  -0.0096
H (-4.540, -1.844, -2.277)  0.1226
H (-3.445, 0.360, 1.529)  0.0863
H (-4.392, -0.695, 3.546)  0.1034
H (-6.220, -2.356, 3.348)  0.0912
H (-7.095, -2.942, 1.102)  0.0926
H (-6.153, -1.892, -0.897)  0.1069
H (-5.830, 0.026, -3.234)  0.1027
H (-7.422, 1.799, -3.851)  0.0907
H (-7.535, 3.884, -2.514)  0.0884
H (-6.049, 4.150, -0.546)  0.0981
H (-4.483, 2.355, 0.081)  0.1109
C (0.724, 0.168, 0.674)  -0.3072
C (0.844, 1.115, 1.459)  -0.1737
C (0.949, 2.154, 2.377)  -0.1991
C (-0.282, 2.822, 2.790)  -0.1790
C (-0.334, 4.190, 3.120)  -0.0650
C (-1.519, 4.812, 3.477)  -0.1261
C (-2.713, 4.105, 3.512)  -0.1421
C (-2.691, 2.758, 3.163)  -0.1150
C (-1.508, 2.133, 2.810)  -0.0446
C (2.266, 2.504, 2.871)  -0.1777
C (3.430, 2.019, 2.232)  -0.0354
C (4.697, 2.315, 2.695)  -0.1126
C (4.888, 3.102, 3.828)  -0.1483
C (3.760, 3.566, 4.493)  -0.1362
C (2.485, 3.276, 4.034)  -0.0684
H (0.572, 4.779, 3.055)  0.1005
H (-1.511, 5.872, 3.712)  0.0847
H (-3.642, 4.591, 3.786)  0.0764
H (-3.615, 2.192, 3.165)  0.0831
H (-1.508, 1.087, 2.525)  0.0931
H (3.316, 1.404, 1.349)  0.0854
H (5.553, 1.931, 2.151)  0.0840
H (5.884, 3.340, 4.183)  0.0736
H (3.871, 4.160, 5.395)  0.0828
H (1.637, 3.625, 4.607)  0.0904
C (1.591, -2.931, 1.731)  -0.1820
Si (0.197, -3.170, 0.496)  0.3815
C (-1.352, -2.327, 1.126)  -0.1779
C (-0.207, -5.012, 0.696)  -0.2054
N (0.632, -2.596, -1.104)  -0.2415
C (0.784, -3.315, -2.282)  -0.4048
C (1.250, -2.714, -3.472)  -0.1285
C (1.438, -3.425, -4.643)  -0.1156
C (1.183, -4.787, -4.712)  -0.1383
C (0.727, -5.406, -3.558)  -0.1146
C (0.533, -4.698, -2.385)  -0.0471
H (1.208, -3.146, 2.734)  0.0275
H (1.954, -1.904, 1.725)  0.0016
H (2.427, -3.610, 1.540)  0.0217
H (-1.645, -2.761, 2.087)  0.0337
H (-2.182, -2.460, 0.430)  0.0267
H (-1.186, -1.260, 1.270)  -0.0058
H (-0.441, -5.145, 1.757)  0.0235
H (0.635, -5.665, 0.462)  0.0230
H (-1.077, -5.333, 0.122)  0.0254
H (1.501, -1.663, -3.498)  0.0343
H (1.802, -2.895, -5.516)  0.0941
H (1.336, -5.342, -5.629)  0.0785
H (0.510, -6.470, -3.564)  0.0890
H (0.165, -5.234, -1.530)  0.0494

***

# 2
3 unconnected molecules or ions with the total composition C48H48ClFN7O4S2, computed with ωB97M-V/def2-TZVPD.

Results
total charge: +1
spin multiplicity: 1
highest occupied orbital energy: -10.65 eV
HOMO-LUMO gap: 7.4 eV

Each line ends with the Löwdin charge.
CARTESIAN COORDINATES (ANGSTROEM)
C (2.434, 0.103, 5.912)  0.0332
C (2.702, 1.367, 5.421)  -0.1294
C (2.348, 1.828, 3.994)  -0.3206
C (1.723, 3.251, 4.237)  -0.1516
C (0.242, 3.346, 4.668)  -0.6965
C (-0.175, 4.861, 4.559)  -0.1221
Cl (-0.045, 2.889, 6.385)  0.6460
C (3.566, 2.160, 3.037)  -0.1813
C (4.708, 1.130, 3.134)  -0.2887
C (5.691, 1.601, 4.246)  -0.0047
F (4.288, -0.150, 3.500)  -0.0037
N (2.769, 2.229, 1.761)  0.0343
C (3.770, 2.668, 0.756)  -0.0355
C (2.163, 0.967, 1.803)  -0.1907
N (1.971, 0.030, 0.909)  0.0237
C (2.382, 0.232, -0.494)  -0.0876
C (1.492, 1.337, -1.104)  -0.2095
N (1.870, 2.233, -1.911)  0.1333
C (1.340, -1.294, 1.183)  -0.0947
C (0.059, -1.560, 0.346)  -0.2002
C (-1.252, -0.999, 0.964)  -0.4433
S (-2.645, -2.201, 0.904)  0.9093
C (-2.885, -2.659, 2.619)  -1.0652
S (-2.992, -4.208, 3.062)  0.7839
N (-2.958, -1.660, 3.633)  -0.1682
C (-4.080, -1.024, 4.155)  -0.0506
C (-3.586, -0.161, 5.086)  -0.1243
N (-2.194, -0.246, 5.192)  0.0791
C (-1.897, -1.154, 4.321)  -0.2481
N (1.718, 0.843, 3.125)  -0.0274
N (0.361, 0.525, 3.308)  0.1099
H (3.031, -0.746, 5.555)  0.0676
H (1.659, -0.003, 6.682)  0.0687
H (3.180, 2.086, 6.100)  0.1195
H (1.843, 3.946, 3.391)  0.1152
H (2.305, 3.708, 5.054)  0.1255
H (-0.455, 2.830, 3.999)  0.0803
H (0.329, 5.371, 3.726)  0.0731
H (-0.004, 5.356, 5.521)  0.0661
H (-1.250, 4.891, 4.320)  0.0808
H (3.885, 3.137, 3.412)  0.1477
H (5.324, 1.027, 2.229)  0.1426
H (5.796, 2.697, 4.199)  0.0905
H (5.359, 1.284, 5.241)  0.0842
H (6.695, 1.198, 4.052)  0.0908
H (4.408, 3.431, 1.221)  0.1095
H (3.293, 3.176, -0.094)  0.0805
H (4.440, 1.897, 0.354)  0.0853
H (3.452, 0.435, -0.613)  0.1204
H (2.174, -0.672, -1.085)  0.1356
H (0.424, 1.328, -0.826)  0.1169
H (2.878, 2.115, -2.069)  0.0687
H (1.221, -1.490, 2.251)  0.1251
H (2.084, -2.026, 0.820)  0.1393
H (-0.051, -2.658, 0.308)  0.1103
H (0.142, -1.229, -0.698)  0.1046
H (-1.526, -0.088, 0.408)  0.0775
H (-1.147, -0.722, 2.017)  0.0232
H (-5.112, -1.198, 3.868)  0.1281
H (-4.130, 0.540, 5.711)  0.1053
H (-0.928, -1.558, 4.027)  0.1228
H (0.086, 0.628, 4.282)  0.0747
H (-0.234, 1.060, 2.681)  0.1060
C (-4.566, 3.475, -7.140)  -0.0511
C (-5.550, 4.384, -6.762)  -0.0493
C (-5.418, 5.101, -5.584)  0.0029
C (-4.309, 4.904, -4.771)  -0.0834
C (-3.333, 3.974, -5.139)  -0.0856
C (-3.461, 3.269, -6.330)  -0.0003
C (-2.163, 3.714, -4.259)  -0.2779
O (-1.311, 2.908, -4.576)  0.1012
C (-2.061, 4.456, -2.973)  -0.0794
C (-1.004, 4.185, -2.112)  -0.0148
C (-0.890, 4.877, -0.917)  -0.0708
C (-1.827, 5.851, -0.581)  -0.0608
C (-2.885, 6.120, -1.434)  0.0025
C (-3.010, 5.418, -2.627)  -0.0778
C (-4.172, 5.693, -3.518)  -0.2762
O (-4.989, 6.539, -3.223)  0.1143
H (-4.667, 2.923, -8.065)  0.1101
H (-6.418, 4.534, -7.390)  0.1108
H (-6.181, 5.812, -5.294)  0.1230
H (-2.700, 2.558, -6.623)  0.1209
H (-0.270, 3.431, -2.371)  0.0811
H (-0.067, 4.661, -0.245)  0.0929
H (-1.733, 6.396, 0.350)  0.1050
H (-3.615, 6.874, -1.170)  0.1234
C (2.591, -8.299, -5.985)  -0.0525
C (2.672, -9.303, -5.024)  -0.0513
C (1.895, -9.235, -3.880)  0.0012
C (1.041, -8.155, -3.684)  -0.0843
C (0.978, -7.136, -4.637)  -0.0856
C (1.747, -7.218, -5.791)  -0.0007
C (0.107, -5.950, -4.422)  -0.2797
O (0.048, -5.063, -5.249)  0.1044
C (-0.685, -5.866, -3.164)  -0.0840
C (-1.462, -4.739, -2.919)  -0.0044
C (-2.213, -4.655, -1.758)  -0.0817
C (-2.200, -5.701, -0.839)  -0.0605
C (-1.424, -6.823, -1.076)  0.0048
C (-0.657, -6.906, -2.234)  -0.0806
C (0.200, -8.103, -2.459)  -0.2780
O (0.214, -9.012, -1.656)  0.1113
H (3.193, -8.360, -6.883)  0.1096
H (3.341, -10.141, -5.172)  0.1101
H (1.955, -10.019, -3.137)  0.1223
H (1.690, -6.435, -6.537)  0.1212
H (-1.476, -3.926, -3.634)  0.1195
H (-2.813, -3.775, -1.568)  0.0738
H (-2.793, -5.636, 0.065)  0.0861
H (-1.410, -7.634, -0.360)  0.1231

***

no.,largest force on an atom (eV/Å)
1,0.25
2,3.56